Record 1
{
  "formula": "C5H7ClN4O4",
  "method": "ωB97M-V/def2-TZVPD",
  "species": ["C", "C", "C", "C", "C", "N", "N", "N", "N", "O", "O", "O", "O", "Cl", "H", "H", "H", "H", "H", "H", "H"],
  "positions_angstrom": [[-0.436, -1.440, -0.234], [-0.072, 0.367, 1.413], [0.391, -0.955, -1.448], [0.418, 0.559, -1.683], [-1.939, 1.582, 2.216], [0.398, 1.157, 0.564], [1.022, 1.216, -0.527], [1.677, -1.507, -1.017], [0.421, -2.395, 0.260], [2.145, 1.770, -0.684], [0.846, -2.666, 1.355], [-1.625, -1.356, -0.025], [-1.004, 0.488, 2.249], [-1.254, 1.141, -1.946], [0.038, -1.450, -2.357], [1.022, 0.836, -2.552], [-2.935, 1.154, 2.100], [-1.717, 2.254, 1.388], [-1.866, 2.110, 3.166], [2.200, -2.021, -1.714], [2.269, -0.846, -0.523]],
  "forces_ev_per_a": [[-1.0, 1.0, -1.2], [1.2, -1.6, 0.0], [0.2, -0.1, 0.3], [-0.5, -0.3, -0.5], [-0.3, 0.4, 0.0], [0.3, 1.4, -0.8], [-0.4, 0.1, 0.5], [0.5, 1.0, -0.8], [0.5, -2.6, 1.7], [0.2, 0.1, 0.0], [-0.6, 0.5, -0.5], [0.4, -0.1, 0.2], [-0.8, 0.3, 0.8], [0.3, 0.0, -0.1], [0.0, 0.2, 0.1], [-0.1, -0.1, 0.4], [0.1, 0.0, 0.0], [0.0, -0.1, 0.0], [0.0, -0.1, -0.1], [-0.1, 0.0, 0.1], [0.0, 0.0, -0.1]],
  "mulliken_charge": [0.11, 0.35, 0.07, -0.29, -0.64, -0.32, 0.64, -0.49, 0.29, -0.69, -0.44, -0.54, -0.24, -0.13, 0.48, 0.50, 0.24, 0.32, 0.27, 0.23, 0.28],
  "de_lowest_ev": 2.066,
  "spin_multiplicity": 1,
  "e_homo_ev": [-8.07, -8.07],
  "homo_lumo_gap_ev": [7.4, 7.4],
  "fmax_ev_per_a": 3.2,
  "lumo_ha": [-0.025, -0.025]
}

***

Record 2
{
  "formula": "C25H27AsCl2EuO",
  "method": "ωB97M-V/def2-TZVPD",
  "species": ["Eu", "Cl", "Cl", "C", "H", "H", "C", "C", "H", "C", "H", "C", "H", "H", "C", "H", "H", "C", "H", "H", "H", "H", "O", "As", "C", "C", "C", "C", "C", "C", "C", "C", "C", "C", "C", "C", "C", "C", "C", "C", "C", "C", "H", "H", "H", "H", "H", "H", "H", "H", "H", "H", "H", "H", "H", "H", "H"],
  "positions_angstrom": [[-0.306, 0.217, -1.551], [-1.661, 2.345, -2.107], [1.172, -2.098, -1.756], [-0.075, -0.061, -3.719], [0.158, -1.102, -3.971], [-0.854, 0.489, -4.267], [1.951, 1.304, -2.518], [1.290, 0.793, -3.668], [1.857, 0.884, -1.505], [0.951, 1.994, -4.658], [2.018, 0.118, -4.176], [2.160, 2.874, -4.888], [0.578, 1.598, -5.599], [0.154, 2.580, -4.172], [2.692, 3.398, -3.559], [2.954, 2.286, -5.365], [1.929, 3.687, -5.577], [3.110, 2.177, -2.746], [3.535, 4.073, -3.721], [1.898, 3.954, -3.039], [3.864, 1.632, -3.344], [3.562, 2.470, -1.796], [0.390, 0.462, 0.578], [-0.520, -0.556, 1.618], [-2.115, -1.152, 0.678], [-3.363, -0.655, 1.088], [-4.513, -1.014, 0.378], [-4.422, -1.828, -0.759], [-3.179, -2.296, -1.190], [-2.024, -1.980, -0.456], [0.619, -2.019, 2.147], [1.855, -1.713, 2.727], [2.672, -2.758, 3.161], [2.272, -4.087, 2.986], [1.039, -4.380, 2.381], [0.203, -3.338, 1.960], [-0.869, 0.585, 3.117], [-0.390, 1.899, 3.099], [-0.589, 2.714, 4.217], [-1.276, 2.219, 5.334], [-1.756, 0.900, 5.341], [-1.543, 0.071, 4.231], [-3.428, 0.002, 1.963], [-5.489, -0.653, 0.717], [-5.332, -2.099, -1.305], [-3.094, -2.910, -2.084], [-1.050, -2.357, -0.795], [2.161, -0.674, 2.828], [3.625, -2.533, 3.639], [2.913, -4.904, 3.325], [0.721, -5.412, 2.236], [-0.759, -3.543, 1.485], [0.137, 2.265, 2.219], [-0.207, 3.733, 4.213], [-1.437, 2.857, 6.202], [-2.293, 0.505, 6.203], [-1.896, -0.962, 4.222]],
  "forces_ev_per_a": [[-1.2, -0.1, 1.4], [-0.9, 1.1, 0.1], [0.4, -0.8, 0.6], [1.0, -0.4, -2.0], [-0.3, 0.4, -0.5], [0.4, -0.5, -0.3], [0.2, 0.0, 2.5], [-2.6, -0.8, -4.0], [0.6, 0.1, -0.3], [0.8, -0.2, 0.7], [0.0, 0.3, 0.0], [0.1, 0.4, -0.1], [0.0, -0.2, 0.0], [0.1, -0.2, -0.2], [0.0, 0.1, -0.3], [0.0, 0.0, -0.1], [-0.1, 0.2, -0.1], [0.3, 0.5, 0.4], [0.1, 0.1, 0.0], [0.2, -0.1, 0.0], [0.1, 0.1, 0.2], [0.1, 0.0, 0.0], [-0.2, -0.9, 3.0], [1.5, 1.3, -2.0], [0.0, 0.2, 0.5], [-0.5, -0.1, -0.1], [0.3, 0.2, 0.4], [0.1, -0.2, -0.1], [0.0, 0.3, 0.6], [0.1, -0.2, -0.4], [-0.3, -0.2, 0.2], [-0.2, -0.4, 0.0], [-0.1, 0.0, -0.1], [-0.5, 0.0, -0.2], [0.2, 0.4, 0.1], [0.3, -0.1, 0.2], [-0.4, -0.2, 0.6], [-0.1, -0.1, 0.1], [-0.2, -0.4, 0.1], [0.0, -0.3, -0.3], [0.1, 0.0, -0.3], [0.1, 0.6, 0.1], [-0.1, -0.2, -0.4], [0.4, -0.1, -0.2], [0.4, 0.1, 0.2], [0.0, 0.1, 0.2], [-0.2, 0.0, 0.1], [0.0, -0.2, 0.0], [-0.2, -0.1, -0.2], [-0.2, 0.3, -0.1], [0.1, 0.2, 0.0], [0.3, 0.0, 0.2], [-0.1, -0.2, 0.1], [-0.1, -0.2, 0.0], [0.0, -0.1, -0.2], [0.2, 0.2, -0.2], [0.1, 0.3, 0.1]],
  "mulliken_charge": [0.36, -0.67, -0.59, -1.37, 0.32, 0.28, -0.73, 1.23, 0.57, -0.78, 0.08, -0.82, 0.43, 0.17, -0.53, 0.31, 0.36, -0.93, 0.34, 0.30, 0.32, 0.30, -0.48, 1.58, 0.27, -0.73, -0.55, -0.53, -0.73, -0.02, 0.44, -0.46, -0.59, -0.44, -0.59, -0.17, -0.29, -0.41, -0.53, -0.39, -0.63, -0.20, 0.31, 0.36, 0.35, 0.44, 0.35, 0.38, 0.36, 0.35, 0.37, 0.27, 0.46, 0.38, 0.36, 0.36, 0.40],
  "total_charge": -1,
  "spin_multiplicity": 7,
  "e_homo_ev": [-1.57, -1.18],
  "homo_lumo_gap_ev": [3.9, 3.5],
  "fmax_ev_per_a": 4.8,
  "s_squared": 12.061,
  "lumo_ha": [0.087, 0.087]
}

***

Record 3
{
  "formula": "C19H28EuF5O3Te",
  "method": "ωB97M-V/def2-TZVPD",
  "species": ["O", "C", "C", "H", "H", "C", "H", "H", "C", "H", "H", "H", "C", "H", "H", "H", "Eu", "C", "C", "C", "H", "C", "C", "H", "H", "H", "H", "C", "C", "C", "H", "C", "C", "H", "H", "H", "H", "O", "C", "C", "H", "H", "C", "H", "H", "C", "H", "H", "H", "H", "F", "Te", "F", "F", "F", "F", "O"],
  "positions_angstrom": [[0.405, 0.298, -7.501], [0.329, 1.626, -8.138], [0.135, 1.038, -9.541], [1.268, 2.189, -8.019], [-0.531, 2.204, -7.772], [0.286, -0.330, -8.813], [0.932, 1.238, -10.263], [-0.853, 1.174, -9.986], [1.561, -1.018, -9.255], [2.406, -0.311, -9.234], [1.441, -1.380, -10.289], [1.776, -1.888, -8.620], [-0.932, -1.224, -8.961], [-1.859, -0.695, -8.690], [-0.817, -2.137, -8.355], [-1.005, -1.537, -10.015], [0.234, 0.329, -0.029], [-2.151, -0.362, 1.296], [-2.203, 1.054, 1.475], [-2.386, 1.660, 0.197], [-2.119, 1.581, 2.421], [-2.469, 0.613, -0.776], [-2.319, -0.638, -0.093], [-2.322, -1.624, -0.552], [-2.008, -1.095, 2.086], [-2.454, 2.733, 0.007], [-2.643, 0.739, -1.844], [1.372, -1.890, 1.566], [0.423, -2.393, 0.629], [0.956, -2.208, -0.685], [-0.534, -2.840, 0.883], [2.236, -1.569, -0.555], [2.487, -1.373, 0.838], [3.361, -0.887, 1.263], [1.247, -1.911, 2.642], [0.467, -2.483, -1.616], [2.892, -1.269, -1.373], [0.422, 0.660, -2.470], [-0.018, -0.229, -3.541], [-0.249, 0.671, -4.743], [-0.914, -0.785, -3.203], [0.792, -0.957, -3.712], [0.544, 1.948, -4.467], [-1.321, 0.905, -4.834], [0.073, 0.171, -5.655], [0.623, 2.020, -2.956], [0.065, 2.822, -4.896], [1.541, 1.836, -4.897], [-0.183, 2.634, -2.535], [1.575, 2.388, -2.554], [0.071, 0.095, 3.063], [1.237, 1.635, 3.194], [2.674, 0.389, 3.199], [2.424, 3.103, 3.415], [-0.353, 2.698, 3.318], [1.134, 1.399, 5.079], [1.247, 1.761, 1.335]],
  "forces_ev_per_a": [[0.0, 0.7, -1.4], [0.0, 0.0, 0.2], [0.0, -0.5, 0.5], [-0.4, -0.2, 0.2], [0.3, -0.1, 0.1], [-0.1, 0.1, -1.2], [-0.3, 0.1, 0.2], [0.2, 0.2, 0.1], [0.2, -0.3, 0.2], [-0.2, -0.3, 0.1], [0.0, 0.1, 0.3], [0.1, 0.2, -0.1], [0.1, -0.2, 0.1], [0.3, -0.2, 0.0], [-0.2, 0.3, -0.1], [0.0, 0.1, 0.3], [-1.5, 1.7, 2.1], [0.2, 0.7, -0.5], [0.2, -0.4, -0.7], [0.4, -0.8, 0.1], [0.1, -0.2, -0.3], [0.5, -0.2, 0.3], [0.3, 0.6, -0.1], [-0.2, 0.2, 0.1], [-0.1, 0.3, -0.2], [0.0, -0.4, 0.1], [0.0, 0.0, 0.3], [-2.2, -1.3, -0.4], [0.5, 0.4, 0.8], [0.1, -0.5, 0.8], [0.3, 0.1, -0.1], [0.8, 0.8, 1.4], [1.0, 0.4, -2.9], [-0.3, -0.1, 0.0], [0.2, 0.1, -0.2], [0.1, 0.0, 0.2], [-0.2, -0.2, 0.3], [0.2, -0.1, 0.3], [0.2, -0.1, 0.3], [-0.8, -0.2, 0.1], [0.3, 0.4, -0.1], [-0.2, 0.3, 0.0], [0.5, -0.5, -0.1], [0.3, -0.1, 0.0], [-0.2, 0.2, 0.2], [-0.3, 0.2, 0.4], [0.1, 0.1, 0.0], [0.0, 0.2, 0.0], [0.1, -0.1, -0.1], [-0.1, -0.2, -0.2], [-0.8, -1.6, -0.5], [-0.2, 1.4, 1.3], [1.5, -1.4, -0.2], [0.9, 1.1, 0.1], [-1.0, 0.8, 0.0], [-0.1, -0.3, 1.7], [-0.6, -1.3, -3.7]],
  "mulliken_charge": [-0.42, -0.45, -0.87, 0.28, 0.28, 1.45, 0.31, 0.31, -1.63, 0.37, 0.40, 0.36, -1.67, 0.36, 0.37, 0.40, 1.61, -0.59, -0.39, -0.76, 0.49, -0.44, -0.74, 0.58, 0.50, 0.42, 0.54, -0.17, -0.68, -0.41, 0.55, -0.55, -0.35, 0.40, 0.40, 0.59, 0.45, -0.25, -0.59, -0.10, 0.28, 0.30, -0.65, 0.31, 0.18, -0.60, 0.39, 0.26, 0.32, 0.36, -0.53, 1.74, -0.47, -0.47, -0.47, -0.47, -0.85],
  "spin_multiplicity": 7,
  "e_homo_ev": [-5.22, -8.35],
  "homo_lumo_gap_ev": [4.5, 4.3],
  "fmax_ev_per_a": 4.0,
  "s_squared": 12.031,
  "lumo_ha": [-0.028, -0.148]
}

***

Record 4
{
  "formula": "C8H9NSi",
  "method": "ωB97M-V/def2-TZVPD",
  "species": ["C", "C", "C", "C", "C", "C", "C", "C", "N", "Si", "H", "H", "H", "H", "H", "H", "H", "H", "H"],
  "positions_angstrom": [[-1.485, 1.712, -0.760], [2.304, -1.606, -0.816], [2.456, -0.833, 0.334], [1.248, -1.296, -1.719], [1.436, 0.097, 0.658], [0.347, -0.210, -1.462], [0.426, 0.510, -0.226], [-0.490, 1.531, 0.074], [-2.380, 2.037, -1.411], [-2.901, 0.137, 1.799], [3.105, -2.422, -1.018], [3.273, -0.966, 0.984], [1.034, -1.751, -2.750], [1.601, 0.603, 1.564], [-0.343, 0.150, -2.253], [-0.262, 1.978, 0.994], [-3.653, -1.005, 1.198], [-2.655, -0.285, 3.178], [-3.060, 1.620, 1.632]],
  "forces_ev_per_a": [[-3.4, 2.2, -1.7], [0.9, -0.9, -1.0], [-2.7, 0.5, -0.9], [-1.4, 1.1, -1.0], [1.6, -0.4, -1.0], [1.4, -0.8, 0.1], [1.1, -2.3, -1.3], [3.3, -2.3, 2.1], [-0.6, -0.2, -0.7], [0.7, -0.1, 0.0], [-1.7, 1.5, 0.1], [0.7, -0.2, 0.7], [0.9, 0.2, 1.9], [-0.2, 0.8, 1.2], [0.4, -0.6, 0.7], [-0.6, 1.3, 1.0], [-0.1, 0.7, -0.3], [0.1, 0.2, 0.3], [-0.5, -0.7, 0.0]],
  "mulliken_charge": [0.35, -0.31, -0.53, -0.40, -0.51, -0.47, 1.29, -1.15, -0.49, 0.26, 0.26, 0.44, 0.26, 0.33, 0.29, 0.54, -0.04, -0.08, -0.04],
  "de_lowest_ev": 3.899,
  "spin_multiplicity": 1,
  "e_homo_ev": [-8.15, -7.55],
  "homo_lumo_gap_ev": [7.4, 5.8],
  "fmax_ev_per_a": 4.5,
  "lumo_ha": [-0.029, -0.063]
}

***

Record 5
{
  "formula": "C22H10Cl5CrN3SbSe4",
  "method": "ωB97M-V/def2-TZVPD",
  "species": ["Cr", "N", "C", "C", "C", "C", "C", "C", "C", "C", "C", "C", "C", "C", "N", "C", "C", "C", "C", "N", "H", "H", "H", "H", "H", "H", "H", "H", "H", "H", "Cl", "C", "C", "C", "Cl", "C", "Cl", "C", "Cl", "C", "Cl", "Se", "Sb", "Se", "Se", "Se"],
  "positions_angstrom": [[-1.453, -1.744, -0.230], [4.684, 5.998, 0.024], [4.024, 5.069, -0.124], [3.198, 3.906, -0.311], [2.663, 3.250, 0.795], [1.873, 2.129, 0.609], [1.600, 1.668, -0.675], [2.136, 2.328, -1.776], [2.938, 3.442, -1.599], [0.740, 0.467, -0.854], [1.270, -0.755, -0.482], [2.624, -1.099, -0.218], [2.665, -2.460, -0.048], [1.332, -2.924, -0.165], [0.508, -1.922, -0.425], [-0.527, 0.652, -1.436], [-1.095, 1.858, -1.902], [-2.269, 1.517, -2.550], [-2.387, 0.120, -2.457], [-1.349, -0.413, -1.806], [2.872, 3.617, 1.791], [1.460, 1.602, 1.460], [1.922, 1.961, -2.772], [3.364, 3.955, -2.450], [3.452, -0.407, -0.215], [3.529, -3.080, 0.128], [0.965, -3.936, -0.070], [-0.670, 2.843, -1.784], [-2.959, 2.180, -3.047], [-3.165, -0.522, -2.843], [-3.846, -0.438, 0.393], [-2.884, -0.488, 1.847], [-1.660, -1.125, 1.723], [-0.876, -1.161, 2.870], [0.677, -1.920, 2.825], [-1.302, -0.589, 4.070], [-0.300, -0.640, 5.472], [-2.547, 0.035, 4.144], [-3.085, 0.740, 5.620], [-3.358, 0.089, 3.015], [-4.899, 0.852, 3.065], [0.478, -5.905, -1.861], [-1.738, -5.011, -1.902], [-3.709, -6.354, -2.460], [-2.458, -3.501, -3.682], [-2.440, -3.883, 0.290]],
  "forces_ev_per_a": [[-0.1, -0.6, -0.6], [0.0, 0.0, 0.0], [0.0, 0.0, 0.0], [0.0, 0.0, 0.0], [0.0, 0.0, 0.0], [0.0, 0.0, 0.0], [0.0, -0.1, 0.0], [0.0, 0.1, 0.0], [0.0, 0.0, 0.0], [0.1, 0.0, 0.0], [-0.1, 0.0, 0.1], [0.1, 0.0, 0.0], [0.0, 0.0, 0.0], [0.0, 0.0, 0.1], [-0.1, 0.0, 0.1], [0.0, 0.1, -0.3], [0.0, -0.1, 0.0], [0.0, 0.0, -0.1], [0.1, 0.0, -0.1], [0.0, 0.3, 0.7], [0.0, 0.0, 0.0], [0.0, 0.0, 0.0], [0.0, 0.0, 0.0], [0.0, 0.0, 0.0], [0.0, 0.0, 0.0], [0.0, 0.0, 0.0], [0.0, 0.0, 0.1], [0.0, 0.0, 0.0], [0.0, 0.0, 0.0], [0.0, 0.0, 0.0], [-0.1, 0.0, 0.0], [0.0, 0.0, 0.0], [-0.1, 0.1, -0.1], [0.0, 0.0, 0.0], [0.0, 0.0, 0.0], [0.0, 0.0, 0.0], [0.0, 0.0, 0.0], [0.0, 0.0, 0.0], [0.0, 0.0, 0.0], [0.0, 0.0, 0.0], [0.0, 0.0, 0.0], [0.0, -0.1, 0.0], [-0.2, 0.1, 0.1], [0.1, 0.0, 0.0], [0.0, 0.1, 0.0], [0.4, 0.1, 0.1]],
  "mulliken_charge": [0.36, -0.55, -0.08, 0.65, -0.89, -0.03, -1.06, -0.12, -0.82, 1.08, 0.37, -0.67, -1.10, -0.69, 0.40, 0.68, -0.67, -0.90, -0.69, -0.18, 0.45, 0.60, 0.52, 0.44, 0.53, 0.44, 0.60, 0.57, 0.45, 0.54, -0.24, 1.36, -1.50, 1.12, -0.15, -0.22, -0.20, 0.74, -0.20, -0.50, -0.20, -0.56, 0.82, -0.46, -0.54, -0.50],
  "de_lowest_ev": 0.078,
  "total_charge": -1,
  "spin_multiplicity": 5,
  "e_homo_ev": [-5.13, -5.09],
  "homo_lumo_gap_ev": [5.8, 5.8],
  "fmax_ev_per_a": 0.8,
  "s_squared": 6.115,
  "lumo_ha": [0.023, 0.025]
}

***

Record 6
{
  "formula": "C3H9N2",
  "method": "ωB97M-V/def2-TZVPD",
  "species": ["C", "C", "N", "C", "N", "H", "H", "H", "H", "H", "H", "H", "H", "H"],
  "positions_angstrom": [[-1.229, -1.294, -0.869], [-0.293, -0.358, -0.159], [1.141, -0.408, -0.717], [-0.425, 0.506, 0.830], [0.459, 1.580, 1.068], [-2.178, -1.347, -0.327], [-0.888, -2.337, -0.844], [-1.322, -0.942, -1.893], [1.681, -1.048, -0.142], [1.379, 0.593, -0.714], [1.161, -0.770, -1.672], [-1.061, 0.284, 1.692], [0.502, 2.583, 1.050], [1.182, 1.312, 1.732]],
  "forces_ev_per_a": [[0.3, -0.6, 1.6], [0.9, -1.1, -0.9], [-2.0, 0.6, -1.1], [-0.8, 1.2, 1.5], [3.2, -1.6, 0.4], [0.0, 0.5, -0.4], [0.3, 0.2, -0.3], [-0.4, -0.1, -0.1], [0.4, 0.4, 0.2], [1.0, -0.2, 0.5], [0.0, 0.1, 0.0], [-1.1, 0.2, -0.9], [-1.6, 0.1, -0.6], [-0.2, 0.1, 0.1]],
  "mulliken_charge": [-1.24, 0.04, -0.27, 0.10, -0.60, 0.35, 0.38, 0.36, 0.33, 0.38, 0.37, 0.34, 0.22, 0.24],
  "de_lowest_ev": 2.179,
  "total_charge": 1,
  "smiles": "C/C([NH3+])=C/N",
  "spin_multiplicity": 1,
  "e_homo_ev": -14.07,
  "homo_lumo_gap_ev": 10.4,
  "fmax_ev_per_a": 3.6,
  "lumo_ha": -0.134
}